Record 1
11
Properties=species:S:1:pos:R:3 method="wB97M-V/def2-TZVPD" gap_ev=9.442 total_energy_ev=-7300.167 e_above_lowest_kcal_mol=80.97
O -1.44 0.46 -0.90
C -1.08 -0.28 0.25
C 0.39 -0.62 0.09
C 1.11 0.68 0.15
O 2.36 0.60 -0.25
H -2.29 0.88 -0.75
H -1.69 -1.19 0.34
H -1.21 0.32 1.16
H 0.58 -1.16 -0.84
H 0.76 -1.23 0.93
H 2.51 1.54 -0.18

---

Record 2
8
Properties=species:S:1:pos:R:3 method="wB97M-V/def2-TZVPD" smiles="O=[N+]([O-])CS" gap_ev=10.095 total_energy_ev=-17501.968 e_above_lowest_kcal_mol=80.76
C 0.44 0.47 -0.59
N 1.79 0.22 0.05
O 2.59 -0.15 -0.75
O 1.86 0.36 1.22
S -0.87 0.91 0.64
H 0.46 1.33 -1.19
H 0.08 -0.67 -1.15
H -0.32 2.11 0.89

---

Record 3
54
Properties=species:S:1:pos:R:3 method="wB97M-V/def2-TZVPD" gap_ev=7.166 total_energy_ev=-55061.698 e_above_lowest_kcal_mol=4.40 charge=-1
Ir 0.21 -0.50 0.91
N 0.83 -2.89 4.53
C 0.40 -2.13 3.45
S 1.57 -1.85 2.19
N -0.82 -1.69 3.50
N -1.17 -0.90 2.41
C -2.38 -0.50 2.39
C -3.00 0.33 1.38
C -4.38 0.58 1.56
C -5.12 1.35 0.70
C -4.47 1.91 -0.41
C -3.14 1.70 -0.62
C -2.34 0.90 0.25
O -1.09 0.79 -0.04
H 1.57 -3.54 4.31
H 0.07 -3.29 5.06
H -3.01 -0.82 3.22
H -4.85 0.14 2.43
H -6.17 1.52 0.88
H -5.03 2.53 -1.11
H -2.63 2.12 -1.48
C 2.61 0.35 -3.44
Si 1.31 -0.47 -2.34
C -0.36 0.12 -2.95
C 1.44 -2.32 -2.70
C 1.69 -0.12 -0.57
Si 2.06 1.58 0.01
C 1.57 1.54 1.85
C 3.88 2.08 -0.12
C 1.06 2.95 -0.80
H 2.46 0.11 -4.50
H 3.62 0.02 -3.16
H 2.59 1.44 -3.34
H -0.49 -0.12 -4.01
H -0.48 1.20 -2.83
H -1.15 -0.36 -2.37
H 1.34 -2.52 -3.77
H 0.65 -2.85 -2.17
H 2.40 -2.71 -2.37
H 2.58 -0.72 -0.35
H 2.38 1.12 2.46
H 0.66 0.95 2.13
H 1.31 2.54 2.21
H 4.51 1.35 0.40
H 4.06 3.06 0.32
H 4.19 2.11 -1.17
H -0.01 2.74 -0.69
H 1.29 3.03 -1.87
H 1.29 3.92 -0.34
C -0.69 -3.19 0.22
O -0.72 -1.86 -0.18
H -1.35 -3.75 -0.46
H -1.06 -3.34 1.25
H 0.31 -3.63 0.17

---

Record 4
16
Properties=species:S:1:pos:R:3 method="wB97M-V/def2-TZVPD" gap_ev="9.105 / 5.541" total_energy_ev=-8291.633 e_above_lowest_kcal_mol=46.04 spin_multiplicity=2 charge=+1
C -1.51 1.35 -1.39
C -1.86 1.28 -2.70
N -1.22 0.30 -0.64
H -1.33 2.29 -0.87
H -1.72 2.13 -3.37
H -2.27 0.42 -3.21
H 1.03 -2.83 1.52
H -0.98 0.22 0.34
H -1.61 -0.59 -0.91
N 1.53 0.28 1.67
C 1.90 -1.07 1.32
O 0.86 -1.95 1.80
H 0.52 0.30 1.74
H 1.82 0.42 2.63
H 2.01 -1.22 0.25
H 2.83 -1.34 1.83

---

Record 5
7
Properties=species:S:1:pos:R:3 method="wB97M-V/def2-TZVPD" smiles="O=C=CC(=O)[O-]" gap_ev=8.545 total_energy_ev=-9269.978 e_above_lowest_kcal_mol=10.75 charge=-1
C 0.34 -1.61 -0.27
C 1.26 -0.91 0.91
C -0.89 -1.70 -0.17
O -2.07 -1.58 0.03
O 0.67 -0.60 1.90
O 2.41 -0.95 0.55
H 1.15 -2.01 -0.87

---

Record 6
16
Properties=species:S:1:pos:R:3 method="wB97M-V/def2-TZVPD" smiles=CC(CO)CO gap_ev=10.673 total_energy_ev=-8404.730 e_above_lowest_kcal_mol=18.84
C -1.59 -0.79 0.17
C -0.45 0.18 -0.14
C 0.66 -0.57 -0.87
O 1.54 0.37 -1.49
C 0.11 0.88 1.13
O 1.42 1.38 0.99
H -2.00 -1.20 -0.77
H -1.24 -1.63 0.78
H -2.42 -0.31 0.71
H -0.82 0.95 -0.83
H 0.22 -1.23 -1.64
H 1.20 -1.20 -0.14
H 2.41 -0.03 -1.55
H -0.55 1.72 1.41
H 0.11 0.16 1.96
H 1.60 1.46 0.04

---

Record 7
7
Properties=species:S:1:pos:R:3 method="wB97M-V/def2-TZVPD" gap_ev="7.982 / 6.662" total_energy_ev=-19972.813 e_above_lowest_kcal_mol=80.83 charge=-1
N -0.81 0.42 -0.06
N 0.19 0.66 0.56
O 0.52 3.29 2.34
O 1.82 3.45 0.17
O -0.60 3.78 0.24
S 0.54 3.19 0.89
H -1.03 -0.70 -0.38

---

Record 8
18
Properties=species:S:1:pos:R:3 method="wB97M-V/def2-TZVPD" smiles=NCN.NCN gap_ev=10.158 total_energy_ev=-8228.305 e_above_lowest_kcal_mol=10.70
N -3.31 0.30 0.01
C -2.08 1.00 -0.49
N -1.22 0.16 -1.29
H -3.75 -0.07 -0.82
H -3.88 1.07 0.36
H -1.44 1.23 0.37
H -2.41 1.87 -1.05
H -1.56 0.07 -2.24
H -1.07 -0.70 -0.85
N 3.32 -0.30 0.07
C 1.91 -0.59 0.19
N 1.62 -0.56 1.65
H 3.83 -0.98 0.64
H 3.70 -0.55 -0.84
H 1.51 -1.51 -0.26
H 1.29 0.16 -0.32
H 0.70 -0.98 1.77
H 1.45 0.42 1.84

---

Record 9
37
Properties=species:S:1:pos:R:3 method="wB97M-V/def2-TZVPD" smiles="COCCCc1ccc2c(c1)C(=O)c1ccccc1C2=O" gap_ev=7.851 total_energy_ev=-25058.283 e_above_lowest_kcal_mol=243.06
C 3.67 1.24 1.58
O 4.41 1.35 0.33
C 3.52 1.03 -0.80
C 4.00 -0.37 -1.42
C 2.82 -1.16 -2.22
C 1.49 -1.32 -1.32
C 1.63 -1.97 0.10
C 0.33 -2.06 0.94
C -1.04 -1.53 0.42
C -1.11 -0.89 -1.02
C 0.16 -0.78 -1.91
C -2.56 -0.35 -1.46
O -3.03 -0.54 -2.62
C -3.37 0.42 -0.29
C -4.17 1.72 -0.52
C -4.90 2.34 0.73
C -4.87 1.68 2.14
C -4.06 0.37 2.36
C -3.30 -0.23 1.14
C -2.40 -1.56 1.29
O -2.71 -2.52 2.05
H 2.98 0.32 1.61
H 3.08 2.20 1.82
H 4.40 1.11 2.47
H 2.46 1.02 -0.37
H 3.55 1.89 -1.57
H 4.47 -1.01 -0.59
H 4.78 -0.11 -2.24
H 2.54 -0.46 -3.10
H 3.17 -2.19 -2.57
H 2.66 -2.33 0.45
H 0.42 -2.51 1.99
H 0.10 -0.31 -2.95
H -4.19 2.21 -1.55
H -5.49 3.32 0.66
H -5.40 2.12 3.06
H -3.99 -0.18 3.37

---

Record 10
24
Properties=species:S:1:pos:R:3 method="wB97M-V/def2-TZVPD" gap_ev=8.369 total_energy_ev=-14999.400 e_above_lowest_kcal_mol=59.50 charge=+1
C 1.61 -0.89 0.31
C 1.23 -2.03 0.98
C 0.64 -0.64 -0.74
C -0.22 -1.74 -0.65
C -1.16 1.68 -0.23
C -0.38 2.72 -0.74
C -0.36 1.11 0.77
C -1.20 -2.37 -1.64
N 0.83 1.77 0.78
N -0.80 0.23 1.71
N 0.81 2.82 -0.06
O 0.07 -2.50 0.48
H 2.60 -0.43 0.42
H 1.48 -2.34 1.97
H -2.13 1.32 -0.48
H -0.54 3.48 -1.61
H -0.84 -3.34 -1.78
H -2.10 -2.49 -1.07
H -1.19 -1.68 -2.45
H 1.32 1.78 1.73
H -0.20 0.27 2.54
H -1.68 -0.31 1.50
H 0.66 0.13 -1.53
H 1.56 3.46 -0.21

---

Record 11
19
Properties=species:S:1:pos:R:3 method="wB97M-V/def2-TZVPD" smiles=CCN[C@H](C)C[O-] gap_ev=5.932 total_energy_ev=-8915.076 e_above_lowest_kcal_mol=45.84 charge=-1
C 1.71 -1.37 1.36
C 0.42 -0.54 1.53
N 0.29 0.48 0.47
C -0.03 1.40 -1.80
C -0.31 0.17 -0.78
C -1.86 0.03 -0.62
O -2.35 -0.77 -1.56
H 2.48 -0.62 1.02
H 1.75 -2.17 0.55
H 2.03 -1.72 2.49
H 0.37 0.20 2.36
H -0.39 -1.29 1.64
H -0.04 1.35 0.96
H -0.57 0.99 -2.74
H -0.41 2.36 -1.61
H 1.03 1.58 -1.99
H 0.22 -0.73 -1.11
H -2.14 -0.45 0.39
H -2.20 1.10 -0.58

---

Record 12
15
Properties=species:S:1:pos:R:3 method="wB97M-V/def2-TZVPD" gap_ev="8.705 / 5.069" total_energy_ev=-26408.360 e_above_lowest_kcal_mol=25.57 spin_multiplicity=2 charge=+1
S -2.91 -1.28 1.29
S -1.49 -0.75 0.03
C -0.43 0.45 1.09
C 1.01 0.66 0.70
N 1.23 0.92 -0.74
C 1.03 -0.21 -1.63
H -3.53 -2.24 0.52
H -0.47 0.03 2.10
H -1.09 1.29 0.87
H 1.55 1.37 1.32
H 1.53 -0.30 0.87
H 0.69 1.74 -0.93
H 0.15 -0.10 -2.27
H 1.91 -0.50 -2.21
H 0.82 -1.09 -1.01

---

Record 13
23
Properties=species:S:1:pos:R:3 method="wB97M-V/def2-TZVPD" smiles=NCCNCN.O.O gap_ev=9.354 total_energy_ev=-11918.915 e_above_lowest_kcal_mol=9.66
C -0.65 -0.49 1.50
N 0.03 -1.01 0.30
C 0.93 -0.10 -0.38
N 1.14 -0.67 -1.71
C -1.90 0.38 1.32
N -1.82 1.47 0.35
H 0.13 -0.01 2.09
H -0.93 -1.39 2.03
H -0.64 -1.32 -0.40
H 1.90 -0.14 0.14
H 0.68 0.96 -0.45
H 1.96 -0.29 -2.17
H 1.33 -1.66 -1.60
H -2.72 -0.28 1.07
H -2.05 0.84 2.29
H -2.10 1.22 -0.59
H -0.91 1.89 0.32
H -2.19 0.40 -3.09
H -1.37 -0.39 -2.09
O -2.24 -0.37 -2.52
H 3.26 -0.19 1.45
H 4.17 0.74 0.63
O 3.99 0.42 1.53

---

Record 14
73
Properties=species:S:1:pos:R:3 method="wB97M-V/def2-TZVPD" gap_ev=7.456 total_energy_ev=-185962.754
Cu 0.07 -0.67 -0.86
S 2.89 2.70 -1.82
C 1.35 3.45 -2.14
C 1.09 4.75 -2.53
C -0.23 5.12 -2.72
C -1.26 4.20 -2.54
C -0.99 2.90 -2.16
C 0.33 2.51 -1.94
N 0.76 1.26 -1.55
C 2.06 1.19 -1.44
C 2.78 -0.02 -1.07
C 4.18 -0.03 -1.01
C 4.83 -1.20 -0.68
C 4.09 -2.34 -0.40
C 2.70 -2.31 -0.45
C 1.98 -1.15 -0.78
H 1.89 5.46 -2.69
H -0.47 6.14 -3.01
H -2.29 4.50 -2.71
H -1.79 2.17 -2.04
H 4.74 0.87 -1.22
H 5.91 -1.22 -0.63
H 4.60 -3.26 -0.15
H 2.16 -3.22 -0.20
F -5.26 -2.75 4.55
C -4.29 -2.21 3.83
C -3.16 -1.71 4.44
F -3.05 -1.77 5.76
C -2.15 -1.15 3.68
F -1.11 -0.67 4.36
C -2.23 -1.05 2.30
P -0.87 -0.32 1.24
C -1.02 1.42 1.83
C -0.48 1.92 3.01
C -0.65 3.26 3.33
C -1.35 4.11 2.49
C -1.92 3.61 1.33
C -1.76 2.27 1.00
C 0.60 -1.01 2.08
C 0.60 -2.37 2.39
C 1.72 -2.97 2.94
C 2.87 -2.22 3.17
C 2.89 -0.88 2.82
C 1.77 -0.28 2.27
C -3.39 -1.56 1.70
Br -3.68 -1.44 -0.16
C -4.40 -2.14 2.45
F -5.49 -2.63 1.87
H 0.06 1.28 3.69
H -0.22 3.64 4.25
H -1.46 5.16 2.74
H -2.47 4.27 0.67
H -2.21 1.87 0.10
H -0.29 -2.96 2.20
H 1.70 -4.03 3.18
H 3.74 -2.69 3.59
H 3.79 -0.30 2.97
H 1.81 0.75 1.95
C -2.30 -0.15 -3.56
C -1.72 -1.54 -3.67
O -0.77 -1.78 -2.64
C 0.09 -2.87 -2.95
C 1.23 -2.49 -3.88
H -2.98 0.02 -4.40
H -1.50 0.59 -3.61
H -2.85 -0.02 -2.63
H -1.24 -1.65 -4.65
H -2.51 -2.30 -3.59
H -0.51 -3.69 -3.38
H 0.51 -3.20 -2.00
H 0.86 -2.14 -4.85
H 1.87 -3.35 -4.05
H 1.82 -1.70 -3.42

---

Record 15
7
Properties=species:S:1:pos:R:3 method="wB97M-V/def2-TZVPD" smiles="ClC=[N+]=CCl" gap_ev="8.318 / 8.317" total_energy_ev=-28629.670 e_above_lowest_kcal_mol=55.86 charge=+1
C -1.28 0.43 -0.54
C 1.19 -0.28 0.54
N 0.11 0.34 0.38
Cl -2.64 -0.13 0.21
Cl 1.87 -1.77 -0.20
H -1.18 1.05 -1.42
H 1.94 0.36 1.02

---

Record 16
111
Properties=species:S:1:pos:R:3 method="wB97M-V/def2-TZVPD" smiles=CC1(C)CCCC(C)(C)N1O.CC1(C)CCCC(C)(C)N1O.CC(C)O.CC(C)O.CC(C)O.CC(C)O.O gap_ev=7.838 total_energy_ev=-49584.355 e_above_lowest_kcal_mol=87.88
C -17.54 26.06 6.46
C -16.04 25.71 6.85
C -15.07 26.54 5.97
C -14.91 27.98 6.34
C -14.68 28.19 7.83
C -15.53 27.32 8.81
N -15.83 25.98 8.30
O -16.37 25.05 9.18
C -14.74 27.33 10.14
C -16.92 28.05 8.97
C -15.69 24.27 6.44
H -17.79 27.12 6.49
H -18.24 25.61 7.16
H -17.74 25.69 5.45
H -14.07 26.11 6.00
H -15.32 26.45 4.91
H -15.89 28.44 6.27
H -14.19 28.60 5.81
H -15.07 29.20 7.97
H -13.69 28.46 8.20
H -13.72 26.94 10.09
H -14.66 28.35 10.50
H -15.23 26.70 10.88
H -17.73 27.41 9.34
H -16.84 28.92 9.63
H -17.29 28.42 8.02
H -15.83 24.11 5.37
H -16.40 23.62 6.97
H -14.76 23.80 6.76
H -15.67 24.58 9.65
C -17.38 22.20 15.15
C -18.04 23.34 15.91
C -17.00 23.97 16.96
C -15.93 24.87 16.26
C -16.71 25.95 15.54
C -17.59 25.45 14.44
N -18.54 24.39 15.01
O -19.57 23.95 14.11
C -18.44 26.73 14.06
C -16.83 24.92 13.30
C -19.19 22.70 16.68
H -18.00 22.07 14.26
H -17.30 21.37 15.86
H -16.34 22.29 14.83
H -17.49 24.76 17.53
H -16.41 23.31 17.61
H -15.36 24.26 15.56
H -15.37 25.36 17.06
H -15.94 26.60 15.11
H -17.34 26.53 16.20
H -19.00 27.07 14.93
H -18.03 27.69 13.74
H -19.03 26.27 13.26
H -16.07 24.15 13.45
H -17.44 24.52 12.49
H -16.07 25.66 13.04
H -19.75 22.06 16.00
H -19.79 23.52 17.08
H -18.87 22.11 17.54
H -20.23 24.61 14.33
O -14.51 24.01 11.48
H -14.40 23.20 11.98
H -13.94 24.64 11.91
C -18.31 19.71 9.90
C -16.92 20.06 10.14
C -16.60 21.38 10.98
O -16.35 19.07 10.93
H -18.78 20.50 9.31
H -18.87 19.77 10.83
H -18.39 18.73 9.43
H -16.33 19.97 9.22
H -15.58 21.29 11.35
H -17.33 21.29 11.79
H -16.77 22.33 10.47
H -15.42 19.27 11.08
C -12.70 27.42 15.25
C -13.13 27.22 13.73
C -12.30 28.01 12.75
O -13.12 25.81 13.32
H -12.96 28.41 15.64
H -11.62 27.29 15.35
H -13.17 26.62 15.82
H -14.15 27.58 13.72
H -12.82 28.11 11.79
H -11.27 27.67 12.59
H -12.26 29.08 12.92
H -12.38 25.39 13.76
C -14.56 19.34 14.21
C -13.64 20.04 13.13
C -12.18 19.50 13.29
O -13.86 19.58 11.81
H -14.40 19.75 15.21
H -14.27 18.30 14.08
H -15.60 19.67 14.09
H -13.74 21.12 13.23
H -11.62 19.91 12.44
H -12.04 18.42 13.27
H -11.74 19.84 14.23
H -13.18 19.90 11.21
C -11.90 25.24 8.12
C -11.50 23.78 7.97
C -9.99 23.51 7.70
O -11.90 23.05 9.11
H -11.94 25.51 9.17
H -12.90 25.48 7.78
H -11.16 25.87 7.62
H -12.05 23.38 7.12
H -9.68 24.01 6.78
H -9.68 22.51 7.43
H -9.48 23.87 8.59
H -12.82 23.29 9.18

---

Record 17
19
Properties=species:S:1:pos:R:3 method="wB97M-V/def2-TZVPD" smiles="CC(C)CCC(=O)[O-]" gap_ev=7.336 total_energy_ev=-10495.474 e_above_lowest_kcal_mol=37.07 charge=-1
O -2.16 0.21 -1.90
C -1.21 -0.26 -2.49
O -0.93 -0.37 -3.71
C 0.01 -0.49 -1.68
C -0.11 0.55 -0.48
C 0.54 -0.02 0.83
C -0.32 -1.09 1.40
C 0.94 1.16 1.85
H 0.07 -1.54 -1.42
H 0.86 0.05 -2.31
H 0.33 1.56 -0.76
H -1.19 0.70 -0.32
H 1.50 -0.38 0.50
H 0.14 -1.51 2.34
H -0.39 -1.97 0.79
H -1.30 -0.60 1.56
H 0.01 1.64 2.18
H 1.68 0.60 2.45
H 1.54 1.79 1.17

---

Record 18
17
Properties=species:S:1:pos:R:3 method="wB97M-V/def2-TZVPD" smiles=CSC.CC gap_ev=9.391 total_energy_ev=-15175.367 e_above_lowest_kcal_mol=53.93
C 2.01 -0.70 -0.71
C 0.97 -0.88 1.92
S 2.26 -0.10 0.88
H 2.27 -1.77 -0.76
H 0.91 -0.64 -1.01
H 2.78 -0.46 -1.50
H -0.04 -0.42 1.80
H 1.22 -0.86 3.02
H 0.56 -1.88 1.94
C -1.70 0.57 -1.33
C -1.60 1.26 0.00
H -2.61 0.92 -1.91
H -0.90 0.72 -1.98
H -1.74 -0.48 -1.13
H -0.70 1.43 0.50
H -2.37 0.95 0.57
H -1.33 2.35 -0.30

---

Record 19
10
Properties=species:S:1:pos:R:3 method="wB97M-V/def2-TZVPD" gap_ev=9.714 total_energy_ev=-75174.497 e_above_lowest_kcal_mol=1.50
C 1.07 -1.83 1.63
C 1.51 -0.66 1.32
N -1.35 1.90 0.79
N -0.87 1.79 -0.31
Br 1.44 0.95 2.33
H 0.53 -2.10 2.55
H 1.36 -2.62 0.91
H -0.97 2.54 -0.99
H 2.26 -0.60 0.49
H -1.59 2.84 1.14